1.
Entry from OMol25: 4 unconnected molecules or ions with the total composition H8O4 (wB97M-V/def2-TZVPD).

Each line ends with the Löwdin charge.
Positions of all 12 atoms, in Å:
H 0.248 -1.211 2.656  0.03
H -0.104 0.884 -0.955  0.06
H -0.257 -0.499 1.391  -0.02
H 0.888 -0.261 -0.789  0.03
O -3.217 0.442 0.363  -0.06
O 2.635 0.340 -1.993  -0.05
H 3.339 -0.267 -1.734  0.05
H -3.821 -0.074 0.907  0.04
H -2.383 0.427 0.851  0.01
H 3.073 1.003 -2.539  0.05
O -0.557 -0.972 2.186  -0.08
O 0.156 0.188 -0.343  -0.05

relative energy (zero: lowest compared OMol25 entry of this formula, charge and spin)	73.54	kJ/mol
highest occupied orbital energy	-10.96	eV
SMILES	O.O.O.O
net charge	0
Kohn-Sham gap	11.29	eV
E_tot	-8319.91381	eV
max |F|	0.0057	hartree/bohr
E_LUMO	0.334	eV

---

2.
Entry from OMol25: 2 unconnected molecules or ions with the total composition C4H7NS in a non-equilibrium geometry (wB97M-V/def2-TZVPD).

Each line ends with the Löwdin charge.
Positions of all 13 atoms, in Å:
C -2.521 0.851 0.201  -0.12
C -0.064 -0.646 1.313  -0.52
H 1.698 0.416 -1.034  0.07
H -2.446 1.495 1.057  0.06
H -0.107 0.493 -1.116  -0.05
H 0.932 1.829 -1.048  0.01
H -0.453 -1.007 2.220  0.05
H 0.370 -1.304 -0.590  0.00
S 0.496 1.010 1.045  0.82
C 0.743 0.865 -0.750  -0.38
C 0.006 -1.532 0.341  -0.10
H -0.382 -2.568 0.335  0.08
N -2.475 0.166 -0.700  0.09

relative energy (zero: lowest compared OMol25 entry of this formula, charge and spin)	236.80	kJ/mol
highest occupied orbital energy	-8.50	eV
SMILES	C=CSC.C#N
net charge	0
Kohn-Sham gap	9.28	eV
E_tot	-16584.47709	eV
max |F|	0.0872	hartree/bohr
E_LUMO	0.781	eV

---

3.
Entry from OMol25: a molecular structure, C21H23IN5O2S4SbW in a non-equilibrium geometry (wB97M-V/def2-TZVPD).

Each line ends with the Löwdin charge.
Positions of all 58 atoms, in Å:
N -0.784 0.365 2.761  0.20
S 0.704 1.886 -1.530  0.02
C -3.645 1.634 4.203  -0.04
C 0.705 -1.682 1.339  -0.74
H -0.496 -2.354 -4.907  0.09
C -0.719 -3.287 -2.970  -0.08
C 3.212 -2.123 -1.665  -0.17
O -1.985 0.292 -1.008  -0.35
H -0.977 -4.252 -3.390  0.10
H -2.593 -1.577 5.002  0.08
S -2.102 3.955 0.388  -0.18
C -0.118 -0.981 -3.301  -0.09
H -2.995 2.153 4.910  0.09
H 1.468 -2.250 0.823  -0.06
C -3.129 0.219 3.918  -0.58
C -1.802 0.320 3.284  -0.14
C 3.959 1.211 1.622  -0.06
H 2.472 -2.743 -2.161  0.09
C 3.051 0.522 0.767  -0.23
H 1.821 3.436 2.975  0.09
N 2.730 -1.203 -0.842  0.07
H 6.522 -1.509 -1.495  0.09
C -0.356 -1.859 -1.154  -0.32
H 4.277 2.717 3.086  0.09
C -4.057 -0.500 2.929  -0.05
C 4.986 -0.492 -0.436  -0.05
H -0.954 -3.918 -0.900  0.07
O -1.995 -1.009 0.695  -0.44
H 0.309 2.133 1.627  0.05
I -0.496 -3.266 2.221  0.64
H -3.662 -1.482 2.673  0.07
C -0.443 -2.222 -3.835  -0.06
C -0.696 -3.124 -1.588  -0.05
C 4.558 -2.328 -1.919  -0.12
N -0.057 -0.906 -1.987  -0.13
H 4.997 0.911 1.613  0.08
C 2.204 2.587 2.429  -0.09
S 0.179 5.636 -1.083  -0.23
C 3.586 -0.396 -0.174  -0.25
H 5.676 0.213 0.003  0.08
C 5.459 -1.449 -1.290  -0.12
H -3.686 2.217 3.282  0.09
W -0.234 -0.118 -0.026  1.48
C -2.991 -0.583 5.214  -0.05
N 1.682 0.768 0.914  -0.15
C 3.561 2.213 2.447  -0.11
H -4.146 0.067 2.005  0.08
N -2.146 0.313 0.343  -0.32
H -4.648 1.574 4.629  0.08
H 4.884 -3.099 -2.603  0.07
Sb -0.873 3.667 -1.633  -0.27
H -2.323 -0.082 5.916  0.08
H -3.974 -0.686 5.678  0.08
H 0.088 -0.080 -3.864  0.11
H -5.044 -0.605 3.392  0.08
C 1.348 1.839 1.668  -0.24
H 1.140 -1.228 2.222  -0.06
S -2.046 3.653 -3.575  -0.34

relative energy (zero: lowest compared OMol25 entry of this formula, charge and spin)	591.86	kJ/mol
⟨S²⟩	2.03
highest occupied orbital energy (spin up / spin down)	-0.22 / -2.05	eV
net charge	-2
multiplicity	3
Kohn-Sham gap (spin up / spin down)	4.01 / 5.84	eV
E_tot	-93498.01227	eV
max |F|	0.0199	hartree/bohr
E_LUMO (spin up / spin down)	3.797 / 3.789	eV

---

4.
Entry from OMol25: 2 unconnected molecules or ions with the total composition C2FN6O4 in a non-equilibrium geometry (wB97M-V/def2-TZVPD).

Each line ends with the Löwdin charge.
Positions of all 13 atoms, in Å:
C 0.487 -0.086 0.197  0.02
N 1.148 -1.404 -0.099  -0.33
N -2.846 -0.606 -0.079  -0.03
O 2.480 0.883 0.377  0.12
N 1.298 0.997 0.554  -0.38
O 1.823 -1.804 0.822  0.10
O 0.882 -2.024 -1.087  0.14
C -0.859 0.084 0.184  -0.30
N -1.650 -1.019 -0.019  0.07
F 1.069 1.066 -2.174  -0.59
N -1.683 1.178 0.302  0.09
N -2.878 0.755 0.074  -0.01
O 0.731 1.980 0.949  0.11

relative energy (zero: lowest compared OMol25 entry of this formula, charge and spin)	330.15	kJ/mol
highest occupied orbital energy (spin up / spin down)	-5.68 / -5.69	eV
net charge	-1
Kohn-Sham gap (spin up / spin down)	5.65 / 5.67	eV
E_tot	-21913.10266	eV
max |F|	0.0513	hartree/bohr
E_LUMO (spin up / spin down)	-0.030 / -0.029	eV

---

5.
Entry from OMol25: a molecular structure, C21H23ClGaN2P in a non-equilibrium geometry (wB97M-V/def2-TZVPD).

Each line ends with the Löwdin charge.
Positions of all 49 atoms, in Å:
C 0.928 -4.653 0.219  -0.14
H 1.145 3.587 -4.001  0.13
C 0.180 -6.903 -0.245  0.02
H 0.032 -6.751 -1.326  0.11
C -0.305 1.459 -1.752  -0.35
H 2.354 -7.513 0.864  0.10
Ga 0.085 -1.605 0.256  0.27
C 3.156 2.163 1.959  -0.05
H 1.480 2.696 -1.714  0.11
H 1.882 -1.238 -0.655  0.10
C 3.052 3.554 1.852  -0.04
C 2.392 -6.428 0.931  0.02
H 0.095 3.789 0.178  0.13
H 2.212 0.251 1.491  0.08
C 0.448 2.846 -3.602  -0.04
C 0.625 2.361 -2.304  -0.07
H 3.841 4.184 2.261  0.12
H -0.756 2.759 -5.389  0.12
C 0.954 3.330 0.676  -0.08
C 1.070 1.928 0.757  -0.36
C -1.338 0.949 -2.568  -0.12
H -2.736 2.192 -0.965  0.10
H -0.788 -6.813 0.274  0.11
H -2.023 0.198 -2.159  0.11
P -0.201 0.842 -0.015  1.02
H 1.878 5.231 1.128  0.13
C -0.616 2.375 -4.379  -0.04
C -1.733 1.462 0.808  -0.36
H 4.003 1.703 2.473  0.12
C -3.987 2.354 0.786  -0.04
C -1.500 1.416 -3.874  -0.05
C 2.161 1.346 1.420  -0.10
H -0.963 0.887 2.741  0.11
C -4.072 2.159 2.167  -0.03
H 0.603 -7.891 -0.066  0.10
C -1.817 1.301 2.201  -0.12
H -4.989 2.414 2.695  0.12
H -3.046 1.478 3.957  0.12
C 1.955 4.145 1.213  -0.03
Cl -1.728 -2.033 1.407  0.24
H -2.319 1.031 -4.485  0.12
C -2.817 2.015 0.106  -0.07
C -2.988 1.630 2.879  -0.04
H 2.435 -6.120 1.988  0.11
N 0.751 -3.485 0.186  0.12
N 1.156 -5.923 0.291  -0.14
H 3.282 -6.051 0.402  0.11
H 1.397 -1.398 -1.294  0.10
H -4.829 2.772 0.229  0.12

highest occupied orbital energy	-14.57	eV
net charge	+2
Kohn-Sham gap	6.66	eV
E_tot	-99301.50449	eV
max |F|	0.0576	hartree/bohr
E_LUMO	-7.904	eV

---

6.
Entry from OMol25: 9 unconnected molecules or ions with the total composition C37H98N6O11 in a non-equilibrium geometry (wB97M-V/def2-TZVPD).

Each line ends with the Löwdin charge.
Positions of all 152 atoms, in Å:
H -8.664 -3.971 0.361  0.08
C 12.426 5.715 6.664  -0.21
C 7.978 -4.812 -4.946  -0.06
H 13.283 6.388 6.639  0.12
H 0.905 -7.859 -1.962  0.07
H 6.321 -2.874 -7.332  0.07
H -9.501 -5.461 0.006  0.09
H -2.838 1.145 2.084  0.07
H -6.842 -7.041 -3.290  0.09
H -5.515 3.706 -3.539  0.08
O 3.465 2.288 -7.762  -0.19
H 7.842 3.426 4.360  0.08
H -6.560 0.940 4.641  0.08
C 9.300 5.341 3.489  -0.20
C -8.433 2.299 3.105  -0.21
C -3.978 7.916 2.879  -0.44
C -8.636 -4.858 -0.272  -0.09
C -6.571 3.716 -3.809  -0.11
O 7.249 -5.480 -7.103  -0.05
H -1.866 -8.779 8.589  0.08
C -2.517 8.329 2.540  -0.18
C 1.647 -9.956 -1.642  -0.52
H 2.692 0.258 -10.373  0.08
H 0.218 8.067 2.757  0.08
H 8.668 5.657 4.319  0.13
H -6.752 4.473 -4.572  0.08
C -0.713 -0.038 -0.105  -0.18
H 11.264 5.769 2.643  0.11
H -9.747 3.054 1.690  0.12
H 8.026 -5.180 -7.581  0.09
H -6.938 2.640 0.983  0.11
H -7.850 -5.511 0.105  0.07
H 1.789 -0.202 -1.206  0.08
H -3.488 -10.489 6.017  0.09
C 6.924 -4.570 -6.072  -0.48
H 13.223 4.100 9.482  0.08
C -1.442 -0.004 1.237  -0.48
H 1.039 2.153 -8.741  0.14
C 4.493 3.020 -7.188  -0.14
C -7.142 -7.191 -2.253  -0.08
H -8.501 4.222 2.076  0.12
H -10.278 -3.764 -1.494  0.07
H 14.239 5.242 8.556  0.08
H -6.739 -6.424 -1.591  0.07
H -6.887 2.238 -1.899  0.12
C 1.737 2.044 -9.571  -0.47
H -8.520 1.269 2.757  0.12
C -9.087 -5.828 -2.542  -0.21
H 4.732 2.618 -6.204  0.09
C 1.196 -1.112 -1.113  -0.10
H -2.580 8.613 1.490  0.12
H 11.654 6.170 7.284  0.11
H -3.199 6.796 4.181  0.05
H 1.356 -9.829 -3.497  0.09
C -0.282 7.178 2.372  -0.07
H -5.009 9.698 3.672  0.07
H -4.210 7.116 2.174  0.13
H -6.218 2.431 5.540  0.09
H -9.103 3.280 -0.961  0.11
O -8.559 -7.043 -2.134  -0.20
H 3.677 -9.508 -0.917  0.08
H -1.392 -0.218 -0.938  0.13
H 3.632 -10.703 -2.072  0.08
H -8.875 -5.710 -3.604  0.12
C -5.040 9.052 2.794  -0.06
C 3.068 2.699 -9.089  -0.17
H -9.031 -2.691 -1.473  0.07
H 3.835 2.510 -9.840  0.12
O 0.300 -1.047 0.019  -0.19
C -2.308 -8.950 6.553  -0.51
C 0.825 -8.654 -1.220  -0.05
C 3.126 -9.771 -1.820  -0.06
C 8.604 3.075 3.664  -0.11
H 8.931 -4.403 -5.280  0.07
N -7.920 2.653 0.749  -0.06
H 5.915 -4.682 -5.675  0.13
C -8.546 -4.587 -1.754  -0.45
H 8.108 3.103 2.693  0.08
H -0.227 0.930 -0.231  0.12
H 1.887 2.322 -11.499  0.07
C -8.677 3.168 1.860  -0.23
H -2.160 9.150 3.161  0.13
H 10.329 7.163 2.927  0.11
C 7.030 -3.109 -6.539  -0.08
H 12.595 5.701 9.122  0.08
N 11.291 6.526 4.620  -0.08
H -10.173 -5.845 -2.445  0.13
C -8.141 3.447 -0.477  -0.20
H -7.850 1.674 5.488  0.08
C 13.221 4.897 8.738  -0.09
N 1.290 2.698 -10.776  0.04
N -2.279 1.173 1.244  0.02
H 1.248 -8.249 -0.301  0.06
H -3.501 -7.432 5.642  0.08
O 12.684 4.520 7.433  -0.21
H -2.652 -1.165 2.549  0.08
H -1.862 -7.318 5.052  0.08
H -8.296 4.510 -0.293  0.11
H -4.773 6.619 4.235  0.07
H 2.818 3.759 -9.133  0.12
H -3.123 -7.630 8.036  0.08
H -6.775 2.755 -4.281  0.08
H -1.659 1.969 1.191  0.07
H 0.423 2.250 -11.039  0.07
C -2.625 -8.024 5.378  -0.08
H 12.163 6.956 4.346  0.10
H -0.212 -8.941 -1.049  0.07
N -9.431 -3.478 -1.963  0.02
H -7.524 -4.254 -1.933  0.14
N -4.056 7.329 4.204  0.03
O -7.399 4.064 -2.680  -0.20
H 8.015 -2.855 -6.929  0.08
H 9.045 2.117 3.937  0.10
C 1.854 0.565 -9.746  -0.08
H 1.476 -10.679 -0.845  0.13
H -0.230 7.109 1.286  0.08
H -3.236 -1.066 0.912  0.08
C 11.762 5.325 5.316  -0.19
H -0.804 0.192 2.098  0.14
H -6.072 8.716 2.695  0.07
H 12.528 4.841 4.709  0.12
H -1.430 -7.298 7.704  0.08
H 5.403 2.959 -7.785  0.09
H 8.012 -5.868 -4.679  0.07
H 0.211 6.304 2.799  0.08
O -7.113 2.496 3.649  -0.19
H 0.776 -1.437 -2.065  0.08
H -2.969 -8.536 4.479  0.07
H 4.166 4.043 -7.002  0.09
C -7.020 3.256 -1.533  -0.19
O 0.987 -10.347 -2.778  -0.04
H 3.274 -9.021 -2.597  0.08
H 10.919 4.650 5.467  0.11
H 1.911 0.031 -8.798  0.08
H -1.377 -9.476 6.341  0.13
C -6.953 1.918 4.919  -0.13
H 8.807 5.451 2.523  0.12
H -4.836 9.581 1.864  0.06
H -9.261 2.422 3.804  0.11
O -3.378 -9.861 6.735  -0.05
H -6.846 -8.184 -1.912  0.09
C -2.167 -8.095 7.796  -0.06
C -2.327 -1.152 1.508  -0.08
H -1.906 -2.117 1.224  0.08
H 1.914 -1.898 -0.877  0.08
H 0.972 0.186 -10.263  0.07
O -1.703 7.159 2.696  -0.23
H 6.708 -2.381 -5.795  0.08
C 10.598 6.210 3.384  -0.21
H -6.104 3.673 -1.115  0.12
O 9.667 3.982 3.594  -0.23
H 7.730 -4.259 -4.040  0.07

relative energy (zero: lowest compared OMol25 entry of this formula, charge and spin)	557.50	kJ/mol
highest occupied orbital energy	-8.93	eV
SMILES	COC[C@H](C)N.COC[C@H](C)N.COC[C@H](C)N.COC[C@H](C)N.COCCNCCOC.COCCNCCOC.CC(C)O.CC(C)O.CC(C)O
net charge	0
Kohn-Sham gap	9.32	eV
E_tot	-71412.51143	eV
max |F|	0.0644	hartree/bohr
E_LUMO	0.388	eV

---

Which of these has the highest max |F|?
C4H7NS